DFT (the ωB97M-V functional and the def2-TZVPD basis) results for a 2-piece molecular cluster, C22H45BrN5O overall at a distorted geometry.

The geometry in ORCA input format:
```
! RIJCOSX wB97M-V def2-TZVPD def2/J DEFGRID3
* xyz 1 1
Br 1.292 0.481 -0.264
O 2.983 -5.266 2.554
N -0.458 1.369 2.128
N -0.140 5.513 -2.457
N -1.492 3.176 1.160
N -1.719 4.036 0.163
N -2.192 3.367 2.353
C 4.355 -5.074 2.850
C 0.475 6.296 -1.367
C 0.078 1.905 -0.161
C 2.122 -4.511 4.733
C 2.141 -5.577 3.651
C 0.106 -2.716 -1.638
C -0.631 2.185 1.025
C -1.364 4.826 -2.045
C -1.082 3.812 -0.939
C 2.053 -2.985 0.003
C 5.028 -6.287 3.468
C -4.050 1.541 0.145
C -0.632 2.154 -3.613
C 0.475 2.554 -2.567
C -1.146 -1.829 -1.622
C 0.519 -3.119 -0.186
C -1.378 -0.974 -2.892
C -4.350 2.555 1.258
C -0.111 -0.385 -3.533
C -0.161 2.740 -1.232
C -0.372 0.856 -4.388
C -3.373 2.479 2.444
H 0.983 -2.247 -2.081
H 1.138 -5.683 3.238
H 3.104 -4.369 5.187
H 4.837 -4.846 1.899
H 0.930 3.484 -2.903
H 2.410 -6.552 4.071
H 0.428 0.874 2.081
H 1.427 -4.790 5.525
H -3.044 1.659 -0.274
H 2.482 -2.182 -0.609
H 0.678 -0.240 -2.796
H -1.797 4.282 -2.885
H -0.133 -3.652 -2.147
H -4.131 0.514 0.505
H -2.004 -2.508 -1.549
H 2.579 -3.899 -0.276
H -0.349 6.168 -3.198
H 6.088 -6.091 3.632
H -1.969 -1.546 -3.610
H 0.291 -1.150 -4.209
H 1.811 -3.551 4.317
H -1.237 0.646 -5.025
H 4.586 -6.556 4.429
H -4.739 1.695 -0.688
H -0.029 6.186 -0.405
H 0.070 -2.457 0.560
H -1.618 2.098 -3.139
H -0.417 1.924 2.983
H 0.486 0.980 -5.056
H -5.380 2.403 1.585
H -3.031 1.459 2.629
H -2.489 4.339 2.320
H 2.290 -2.746 1.043
H 0.265 -4.156 0.031
H -0.687 2.962 -4.347
H 1.523 5.994 -1.270
H -4.307 3.577 0.864
H -3.898 2.790 3.349
H 4.489 -4.191 3.486
H 4.929 -7.153 2.811
H 1.257 1.800 -2.517
H -1.216 -1.204 -0.726
H -1.999 -0.121 -2.579
H -2.088 5.571 -1.693
H 0.504 7.366 -1.590
*
```

The orbital gap comes out at 7.377 eV. The value obtained for the HOMO energy is -11.2 eV. The largest force on an atom comes out at 3.09 eV/A.



DFT (the ωB97M-V functional and the def2-TZVPD basis) results for a 3-piece molecular cluster, C22H45NO13P2 overall at a distorted geometry.

The geometry in ORCA input format:
```
! RIJCOSX wB97M-V def2-TZVPD def2/J DEFGRID3
* xyz 0 1
P 3.977 3.013 3.580
P 5.064 -2.975 0.147
O -2.656 0.487 1.702
O 6.569 -3.603 0.351
O 5.147 2.879 4.552
O 4.970 -1.624 0.853
O 4.916 2.467 2.252
O 3.091 1.628 3.587
O 0.329 -3.232 0.927
O -5.961 -0.591 -2.378
O -7.139 0.486 -4.023
O 5.523 -2.250 -1.340
O 2.930 3.652 4.784
O 0.318 -0.959 0.815
O 4.553 -3.842 1.538
N -2.858 2.763 0.809
C 3.372 4.844 5.422
C 3.280 -3.476 2.064
C -0.331 -2.201 0.642
C -5.189 -0.250 0.000
C -1.797 -2.419 0.072
C -3.257 1.359 1.022
C 6.967 -4.692 -0.470
C -0.885 -0.474 -2.711
C 2.148 1.418 2.544
C -4.626 1.231 0.206
C -6.425 -0.344 -1.002
C -8.219 -1.613 -3.165
C -3.487 1.498 -2.309
C -1.966 1.988 -2.438
C 0.082 -0.044 -0.284
C 5.406 1.132 2.250
C 0.410 -0.626 -1.742
C -4.294 2.126 -1.077
C -3.633 3.382 -0.342
C -1.020 1.022 -3.291
C -7.089 -0.491 -3.257
C 6.761 -1.563 -1.423
H -2.960 4.054 -0.961
H -3.995 1.772 -3.304
H -2.003 3.014 -2.966
H 0.861 -1.669 -1.754
H 0.037 1.480 -3.344
H 3.366 -2.560 2.650
H -9.084 -1.281 -3.833
H 4.803 0.538 1.564
H 4.121 4.608 6.179
H 6.433 1.145 1.881
H 7.013 -5.599 0.132
H 0.773 0.859 -0.108
H -1.367 0.968 -4.387
H 6.278 -4.842 -1.305
H 2.935 -4.276 2.721
H -8.638 -1.676 -2.099
H -1.447 2.180 -1.440
H -1.706 -2.871 -0.985
H -0.665 -1.161 -3.609
H -5.311 2.515 -1.449
H -0.982 0.398 -0.292
H -2.293 -1.403 -0.039
H -5.562 -0.613 1.025
H -7.039 -1.277 -0.715
H 2.286 2.129 1.725
H -5.367 1.879 0.784
H 1.206 0.069 -2.205
H -7.149 0.540 -0.942
H -1.825 -0.852 -2.193
H 5.390 0.674 3.240
H 7.166 -1.302 -0.445
H 6.605 -0.650 -1.999
H 1.139 1.515 2.945
H 7.477 -2.189 -1.960
H -4.434 3.993 0.204
H -2.413 -3.169 0.677
H -4.403 -0.999 -0.336
H -7.829 -2.649 -3.433
H 3.783 5.542 4.689
H 2.280 0.406 2.157
H 7.961 -4.479 -0.868
H -1.841 2.802 0.648
H -3.587 0.351 -2.241
H 2.516 5.310 5.915
H 2.557 -3.342 1.258
*
```

The orbital gap comes out at 6.707 eV. The SMILES is CC(=O)OCCCCCC[C@@H]1CNC(=O)[C@@H]1CCOC(C)=O.COP(=O)(OC)OC.COP(=O)(OC)OC. The value obtained for the HOMO energy is -9.0 eV. The largest force on an atom comes out at 9.30 eV/A.



DFT (the ωB97M-V functional and the def2-TZVPD basis) results for C22H46Br14F5O4PSSb as an isolated structure at a distorted geometry.

The geometry in ORCA input format:
```
! RIJCOSX wB97M-V def2-TZVPD def2/J DEFGRID3
* xyz -1 1
Sb 2.997 4.327 0.169
Br -1.012 -6.383 -1.042
Br -3.951 -2.792 1.899
Br -0.817 -9.582 0.807
Br 0.982 -2.134 1.105
Br -7.752 -3.385 -2.686
Br -5.204 -5.301 -0.443
Br 4.235 -4.132 -0.393
Br -0.630 3.209 -4.919
Br -0.954 -4.724 2.912
Br -2.538 1.102 1.743
Br 4.687 -0.516 0.023
Br -3.000 2.631 5.058
Br -8.341 -1.816 0.582
Br -0.468 0.777 -7.715
S 1.359 1.614 -1.232
P 3.671 4.452 -2.324
F -1.093 3.874 -0.774
F 7.261 4.446 3.253
F 6.971 2.560 2.213
F 3.470 3.395 4.412
F 7.874 4.252 1.176
O 0.298 0.884 -0.574
O 2.534 4.083 -3.242
O 5.698 4.354 1.735
O 2.019 0.808 -2.248
C -9.608 -2.650 -0.636
C -1.720 -7.917 1.273
C 3.072 3.100 3.095
C -4.803 -3.421 -0.766
C 0.752 1.923 -5.372
C -9.017 -3.868 -1.292
C -0.281 3.341 1.375
C -4.325 1.913 3.823
C 3.812 -2.681 -1.619
C 6.907 3.901 2.067
C 0.789 -4.837 2.048
C 5.138 3.783 0.526
C 0.956 4.980 -0.316
C -2.344 -7.261 0.074
C 2.585 2.123 -0.067
C 2.711 4.356 2.369
C -0.310 4.400 0.290
C 1.599 -3.585 2.240
C 4.855 -1.602 -1.577
C -3.830 0.672 3.132
C -3.582 -3.012 0.007
C 0.950 1.810 -6.858
H 1.286 -5.686 2.512
H 2.213 2.438 3.203
H -5.195 1.689 4.435
H 5.293 2.707 0.495
H 4.186 5.742 -2.632
H -8.482 -4.502 -0.592
H 4.760 3.563 -2.578
H -3.219 -2.043 -0.332
H -2.486 -8.199 1.992
H -5.693 -2.858 -0.509
H -4.651 0.168 2.626
H 1.730 4.732 2.643
H -3.018 -6.465 0.381
H 2.629 -3.763 1.941
H 0.972 2.775 -7.352
H -4.619 -3.337 -1.834
H 3.398 5.126 2.712
H 5.870 -1.984 -1.592
H 3.478 6.030 0.279
H -10.462 -2.926 -0.022
H 0.845 2.684 -1.880
H -4.566 2.710 3.127
H -0.624 3.778 2.311
H 1.655 2.305 -4.894
H 1.867 1.268 -7.077
H 5.711 4.185 -0.312
H -0.926 5.219 0.649
H 0.859 4.902 -1.398
H 0.472 0.984 -4.908
H 1.577 -3.216 3.260
H 0.654 2.840 1.584
H 3.773 -3.135 -2.606
H -9.790 -4.448 -1.791
H -0.984 -7.287 1.760
H 0.968 6.053 -0.142
H 0.601 -5.055 1.001
H -1.026 2.584 1.138
H 2.826 -2.321 -1.344
H 3.489 1.681 -0.469
H 2.346 1.588 0.846
H -2.780 -3.740 -0.065
H -2.876 -7.961 -0.562
H 4.709 -0.916 -2.409
H -3.345 -0.024 3.809
H -9.906 -1.891 -1.351
H 3.878 2.534 2.635
*
```

The orbital gap comes out at 6.705 eV. The value obtained for the HOMO energy is -5.2 eV. The largest force on an atom comes out at 2.14 eV/A.



DFT (the ωB97M-V functional and the def2-TZVPD basis) results for a 3-piece molecular cluster, C22H46ClN2O6 overall at a distorted geometry.

The geometry in ORCA input format:
```
! RIJCOSX wB97M-V def2-TZVPD def2/J DEFGRID3
* xyz 0 2
Cl -2.920 0.919 4.438
O -3.881 -2.294 -2.204
O 2.976 -2.432 -5.188
O 0.031 -2.653 -5.035
O -3.558 0.110 -0.511
O 4.326 -0.336 2.084
O -1.293 -0.906 3.454
N 3.290 0.424 1.841
N -0.427 2.847 2.128
C 1.956 2.482 2.734
C -2.556 3.530 1.027
C 0.936 -3.009 -3.992
C 2.020 -0.338 1.690
C 2.192 -2.147 -4.032
C -2.952 -2.162 -1.132
C 4.515 2.466 2.545
C -3.713 3.308 2.109
C 0.066 -3.572 -6.119
C -1.290 0.260 3.860
C 3.441 1.023 4.381
C -3.512 -1.514 -3.333
C 0.537 1.755 2.562
C 1.777 -1.468 2.813
C 2.827 -1.444 -6.198
C 3.223 1.519 2.848
C -3.480 -1.236 -0.046
C 0.719 0.608 1.454
C -0.034 1.227 3.976
C -4.886 0.495 -0.837
C 2.170 -1.171 0.293
C -1.429 2.358 1.142
H 4.458 1.413 4.758
H -4.614 3.978 1.944
H 1.650 -1.062 3.864
H 1.190 -4.073 -4.041
H 1.625 -0.670 -0.570
H 3.284 -1.821 -7.114
H -4.353 -1.501 -4.029
H 0.895 1.082 0.418
H 3.484 -0.105 4.491
H -2.951 3.526 -0.040
H 0.416 -2.830 -3.045
H 1.089 -3.770 -6.449
H -2.085 4.572 1.184
H 4.422 3.377 3.224
H 0.832 -2.036 2.539
H 2.671 1.520 5.078
H -3.275 -0.484 -3.055
H -1.978 -1.818 -1.499
H 4.352 2.850 1.474
H -0.380 2.155 4.562
H -2.817 -3.162 -0.707
H -3.223 3.455 3.140
H 2.180 3.247 1.904
H -2.651 -1.969 -3.833
H -0.167 -0.092 1.331
H -5.375 -0.240 -1.483
H 3.250 -1.404 0.032
H -1.973 1.408 1.440
H -0.992 2.284 0.076
H 2.640 -2.228 2.777
H 1.775 -1.226 -6.399
H -2.779 -1.243 0.795
H -0.489 -3.137 -6.951
H 1.647 -2.182 0.471
H 0.739 0.712 4.630
H 2.812 -2.387 -3.162
H 5.497 1.908 2.639
H 1.940 -1.082 -3.981
H -4.844 1.448 -1.367
H 3.344 -0.526 -5.899
H -5.469 0.629 0.079
H -0.418 -4.509 -5.827
H -3.979 2.188 2.074
H 0.095 3.646 1.747
H -4.453 -1.579 0.323
H 1.906 3.091 3.705
*
```

The orbital gap (alpha / beta) comes out at 9.441 / 8.848 eV. The value obtained for the HOMO energy (alpha / beta) is -9.0 / -9.1 eV. The largest force on an atom comes out at 4.34 eV/A.